DFT (ωB97M-V/def2-TZVPD) results for a 3-piece molecular cluster, C15H38IN7O5P overall.

```
67
Properties=species:S:1:pos:R:3
N -2.89 -6.61 2.12
C -4.10 -6.53 1.33
N -4.57 -5.14 1.35
N -4.42 -4.35 2.45
C -4.97 -3.17 2.18
P -4.99 -1.64 3.27
O -3.40 -1.25 3.11
I -4.87 -2.84 5.37
N -5.46 -3.16 0.95
C -5.22 -4.38 0.45
N -5.58 -4.78 -0.77
H -2.28 -5.83 1.92
H -2.37 -7.45 1.91
H -4.88 -7.15 1.77
H -3.97 -6.79 0.27
H -4.01 -4.70 3.31
H -3.14 -1.21 2.18
H -6.11 -4.13 -1.32
H -5.40 -5.69 -1.13
C -2.03 1.78 3.49
O -0.97 2.41 4.18
C -0.23 1.55 5.04
C 1.15 1.29 4.49
N 1.08 0.50 3.27
C 2.35 0.30 2.58
C 3.04 1.53 2.01
O 2.32 2.15 0.96
C 1.39 3.14 1.35
H -2.59 2.56 2.97
H -1.66 1.06 2.75
H -2.70 1.26 4.18
H -0.77 0.60 5.16
H -0.16 2.03 6.02
H 1.72 0.73 5.24
H 1.65 2.26 4.36
H 0.43 0.94 2.64
H 2.17 -0.38 1.75
H 3.04 -0.20 3.26
H 3.99 1.20 1.57
H 3.29 2.27 2.78
H 1.71 3.67 2.25
H 0.39 2.73 1.53
H 1.31 3.86 0.53
C 1.27 2.19 -7.00
O 2.61 2.26 -6.57
C 2.97 3.48 -5.94
C 3.32 3.25 -4.49
N 2.14 2.86 -3.72
C 2.41 2.47 -2.34
C 3.27 1.24 -2.10
O 2.67 0.03 -2.51
C 2.89 -0.34 -3.86
H 1.15 1.26 -7.55
H 0.56 2.20 -6.16
H 1.02 3.03 -7.67
H 2.16 4.20 -6.03
H 3.85 3.88 -6.46
H 3.72 4.18 -4.07
H 4.13 2.51 -4.45
H 1.68 2.10 -4.20
H 1.46 2.30 -1.85
H 2.89 3.32 -1.83
H 3.41 1.16 -1.02
H 4.27 1.33 -2.56
H 3.87 -0.01 -4.21
H 2.13 0.06 -4.54
H 2.85 -1.43 -3.92
```

As for the total charge: +1. For the HOMO energy, the calculation gives -9.8 eV. The gap between HOMO and LUMO comes out at 6.13 eV.



DFT (ωB97M-V/def2-TZVPD) results for a 4-piece molecular cluster, C15H38O12S3 overall.

```
68
Properties=species:S:1:pos:R:3
C -0.07 3.00 1.24
C -1.04 3.68 0.31
O -0.84 3.30 -1.09
S -1.07 1.78 -1.47
C -1.41 2.00 -3.18
O -2.25 1.31 -0.79
O 0.14 1.04 -1.32
H -0.27 1.94 1.31
H -0.17 3.44 2.23
H 0.96 3.14 0.91
H -2.08 3.47 0.56
H -0.90 4.76 0.28
H -2.32 2.58 -3.29
H -1.53 1.01 -3.60
H -0.56 2.50 -3.64
C 4.09 0.87 4.48
C 5.32 1.68 4.14
O 5.38 2.02 2.73
S 4.48 3.23 2.23
C 5.25 3.47 0.68
O 4.69 4.36 3.09
O 3.13 2.78 2.03
H 3.18 1.45 4.36
H 4.17 0.54 5.52
H 4.03 -0.01 3.84
H 5.38 2.60 4.72
H 6.24 1.11 4.29
H 6.28 3.77 0.84
H 4.69 4.26 0.18
H 5.19 2.54 0.11
C 0.83 -2.16 -0.88
C 1.87 -2.39 0.18
O 2.96 -3.24 -0.30
S 4.11 -2.56 -1.15
C 5.31 -3.83 -0.99
O 4.56 -1.37 -0.48
O 3.71 -2.46 -2.53
H 1.22 -1.57 -1.71
H 0.01 -1.60 -0.44
H 0.43 -3.10 -1.26
H 2.31 -1.46 0.54
H 1.48 -2.95 1.02
H 5.58 -3.93 0.06
H 6.16 -3.53 -1.59
H 4.89 -4.76 -1.38
C -5.07 0.06 1.44
C -5.20 -1.40 0.97
O -3.99 -2.15 1.14
C -2.96 -1.80 0.25
O -2.75 -2.74 -0.77
C -3.73 -2.80 -1.80
C -3.72 -1.57 -2.70
O -4.65 -1.70 -3.77
C -5.97 -1.35 -3.41
H -5.08 0.78 0.62
H -5.87 0.31 2.13
H -4.13 0.18 1.99
H -5.51 -1.44 -0.08
H -5.94 -1.94 1.56
H -2.02 -1.82 0.82
H -3.13 -0.80 -0.15
H -4.72 -2.98 -1.37
H -3.46 -3.67 -2.40
H -3.93 -0.65 -2.14
H -2.73 -1.46 -3.15
H -6.01 -0.33 -3.01
H -6.56 -1.40 -4.32
H -6.40 -2.04 -2.67
```

For the HOMO energy, the calculation gives -9.5 eV. The value obtained for the energy above the lowest of the compared OMol25 structures with the same formula, charge and spin is 0.0 kcal per mole. The gap between HOMO and LUMO comes out at 9.94 eV. Its structure (SMILES) is CCOS(C)(=O)=O.CCOS(C)(=O)=O.CCOS(C)(=O)=O.CCOCOCCOC.



DFT (ωB97M-V/def2-TZVPD) results for C15H39CuNO11P2 as an isolated structure.

```
69
Properties=species:S:1:pos:R:3
Cu -0.41 -0.97 1.01
O 0.85 -2.94 1.18
H 1.75 -3.22 1.42
O -1.49 -1.50 2.84
H -2.03 -0.84 3.33
C -2.46 1.49 -0.07
O -2.78 1.90 -1.19
N -3.22 1.78 1.03
C -3.11 1.09 2.32
C -4.23 2.80 0.99
H -1.48 1.04 0.20
H -2.12 0.90 2.74
H -3.74 0.21 2.22
H -3.58 1.58 3.17
H -5.11 2.54 1.57
H -3.78 3.58 1.60
H -4.34 3.28 0.02
C -0.64 0.52 -4.85
C -1.62 -0.35 -4.09
O -1.02 -1.58 -3.68
P -1.30 -2.04 -2.13
O -1.07 -0.95 -1.16
O -0.43 -3.39 -1.90
C 0.95 -3.27 -2.27
C 1.70 -4.53 -1.80
O -2.87 -2.54 -2.15
C -3.71 -2.82 -1.04
C -3.02 -3.60 0.05
H -1.22 1.35 -5.26
H 0.15 0.97 -4.23
H -0.19 0.01 -5.70
H -1.92 0.25 -3.23
H -2.39 -0.81 -4.70
H 0.91 -3.17 -3.36
H 1.22 -2.33 -1.79
H 1.35 -5.36 -2.42
H 2.77 -4.35 -1.93
H 1.59 -4.84 -0.77
H -4.23 -1.90 -0.77
H -4.46 -3.48 -1.48
H -2.45 -2.91 0.66
H -3.74 -4.16 0.65
H -2.36 -4.39 -0.31
C 3.54 0.28 4.20
C 2.52 1.13 3.47
O 2.73 1.39 2.17
P 1.62 1.84 1.15
O 0.32 1.13 1.24
O 1.55 3.48 1.38
C 2.65 4.29 1.26
C 2.53 5.58 0.51
O 2.41 1.64 -0.29
C 2.40 0.36 -0.95
C 3.25 -0.83 -0.24
H 4.44 0.84 3.94
H 3.43 0.33 5.28
H 3.65 -0.73 3.82
H 1.57 0.59 3.57
H 2.48 2.07 4.02
H 2.74 4.55 2.31
H 3.60 3.78 1.14
H 3.43 6.15 0.29
H 2.15 5.37 -0.49
H 1.87 6.37 0.85
H 1.34 0.13 -1.00
H 2.78 0.38 -1.97
H 4.29 -0.53 -0.39
H 3.07 -0.93 0.83
H 2.94 -1.70 -0.82
```

As for the total charge: -2. For the HOMO energy (alpha / beta), the calculation gives 2.8 / -1.2 eV. Its spin multiplicity is 2. The gap between HOMO and LUMO (alpha / beta) comes out at 1.69 / 5.64 eV.



DFT (ωB97M-V/def2-TZVPD) results for a 6-piece molecular cluster, C15H39FNO10S8 overall.

```
74
Properties=species:S:1:pos:R:3
O 2.15 -4.62 0.81
C 2.87 -4.63 -0.31
F 4.02 -5.60 -0.36
C 2.60 -3.74 -1.66
S 2.09 -1.96 -1.35
O 1.32 -1.50 -2.65
O 3.41 -1.11 -1.36
N 1.16 -1.80 0.11
S -0.20 -0.72 -0.06
O 0.16 0.62 -0.82
O -0.57 -0.25 1.40
C -1.75 -1.50 -0.76
C -1.52 -2.86 -1.63
C -2.52 -4.05 -1.01
S -1.56 -4.94 0.38
H 1.77 -4.27 -2.35
H 3.60 -3.76 -2.29
H -2.27 -0.68 -1.46
H -2.50 -1.76 0.12
H -1.87 -2.70 -2.77
H -0.45 -3.31 -1.59
H -2.81 -4.80 -1.89
H -3.50 -3.58 -0.57
H -0.66 -5.78 -0.32
C -0.69 1.99 -3.58
S -2.22 1.40 -4.34
O -2.26 -0.09 -4.19
C -1.73 1.77 -6.04
H -0.76 1.82 -2.50
H 0.16 1.44 -3.98
H -0.57 3.06 -3.77
H -0.81 1.23 -6.29
H -1.58 2.84 -6.15
H -2.53 1.44 -6.71
C -0.12 2.28 3.35
S -1.65 2.41 4.32
O -2.56 3.36 3.60
C -0.91 3.30 5.71
H -0.35 1.79 2.40
H 0.27 3.28 3.15
H 0.61 1.69 3.90
H -0.46 4.23 5.36
H -0.15 2.67 6.18
H -1.69 3.52 6.43
C 3.78 3.07 -6.48
S 2.25 3.20 -5.52
O 1.34 4.15 -6.23
C 2.99 4.09 -4.13
H 3.55 2.58 -7.43
H 4.17 4.07 -6.69
H 4.51 2.48 -5.93
H 3.44 5.02 -4.48
H 3.75 3.46 -3.66
H 2.21 4.31 -3.40
C -4.72 -2.99 2.70
S -5.27 -4.42 1.74
O -5.39 -4.00 0.31
C -6.95 -4.47 2.43
H -3.70 -2.74 2.40
H -5.37 -2.13 2.49
H -4.75 -3.23 3.76
H -7.45 -3.52 2.24
H -6.89 -4.66 3.50
H -7.50 -5.28 1.94
C 3.96 3.59 6.32
S 3.45 2.48 4.98
O 2.43 1.54 5.54
C 5.02 1.59 4.87
H 3.11 4.23 6.58
H 4.26 3.01 7.19
H 4.79 4.21 5.98
H 5.25 1.13 5.84
H 5.81 2.28 4.58
H 4.93 0.81 4.12
```

As for the total charge: -1. For the HOMO energy, the calculation gives -6.1 eV. The gap between HOMO and LUMO comes out at 8.13 eV.